# 1
Molecular formula: C15H34B4F4N3O5V2
Method: DFT, ωB97M-V/def2-TZVPD

Last column: Mulliken spin population.
Atoms and positions in Å:
1 O -4.95 3.75 -0.68  0.00
2 V -3.45 3.30 -0.83  0.00
3 O -2.51 4.02 0.33  0.00
4 O -5.79 -0.37 -0.38  0.00
5 V -4.41 -0.96 -0.88  0.00
6 O -3.77 -1.88 0.25  0.00
7 B -4.06 -1.20 -3.19  0.00
8 H -4.95 -0.72 -2.82  0.00
9 H -3.79 -2.02 -2.55  0.00
10 H -4.29 -1.57 -4.18  0.00
11 H -3.30 -0.44 -3.28  0.00
12 B -2.98 0.88 -0.64  0.00
13 H -3.74 1.23 -1.32  0.00
14 H -3.52 0.75 0.29  0.00
15 H -2.54 -0.04 -0.99  0.00
16 H -2.21 1.63 -0.56  0.00
17 B -2.52 4.25 -2.61  0.00
18 H -2.22 4.95 -1.85  0.00
19 H -2.18 3.26 -2.32  0.00
20 H -3.59 4.32 -2.70  0.00
21 H -1.98 4.59 -3.48  0.00
22 C 3.21 0.71 -1.43  0.01
23 C 1.76 0.84 -1.58  0.00
24 O 1.05 1.04 -0.58  0.00
25 N 1.04 0.68 -2.94  0.00
26 H 1.70 0.80 -3.70  0.00
27 H 0.86 -0.32 -2.97  0.00
28 C -0.24 1.58 -3.04  0.00
29 H 3.60 0.44 -0.44  0.00
30 H 3.83 1.51 -1.83  0.00
31 H 3.42 -0.10 -2.12  0.00
32 H -0.85 1.13 -2.26  0.00
33 H -0.63 1.42 -4.05  0.00
34 H 0.05 2.60 -2.78  0.00
35 C 6.79 -4.81 1.20  -0.01
36 N 5.68 -3.88 1.49  0.21
37 C 4.71 -3.70 0.53  0.11
38 C 3.61 -2.95 0.74  0.03
39 C 3.40 -2.31 1.93  0.16
40 C 4.37 -2.45 2.94  -0.01
41 C 5.48 -3.33 2.73  0.18
42 C 2.18 -1.45 2.07  0.03
43 C 0.93 -1.80 1.49  0.07
44 C -0.20 -1.00 1.60  -0.01
45 N -0.08 0.21 2.17  0.07
46 C 1.10 0.64 2.65  -0.01
47 C 2.25 -0.11 2.56  0.07
48 C -1.17 1.11 2.16  -0.01
49 H 7.78 -4.35 1.17  0.01
50 H 6.66 -5.27 0.22  0.00
51 H 6.86 -5.56 1.99  0.00
52 H 4.91 -4.17 -0.42  0.02
53 H 2.93 -2.81 -0.08  0.03
54 H 4.23 -2.08 3.94  0.01
55 H 6.18 -3.74 3.43  0.02
56 H 0.89 -2.76 0.98  0.00
57 H -1.13 -1.29 1.12  0.01
58 H 1.20 1.61 3.12  0.01
59 H 3.23 0.21 2.89  0.00
60 H -1.30 1.40 3.20  0.00
61 H -2.08 0.66 1.76  0.00
62 H -0.83 1.97 1.59  0.00
63 B -4.93 2.37 2.62  0.00
64 F -4.51 3.53 1.99  0.00
65 F -3.82 1.61 2.89  0.00
66 F -5.59 2.63 3.76  0.00
67 F -5.79 1.79 1.70  0.00

LUMO level (spin up / spin down) in hartree: -0.082 / -0.082
2S+1: 2


# 2
Molecular formula: C15H34Cl6NO5P
Method: DFT, ωB97M-V/def2-TZVPD

Last column: Löwdin charge in e.
Atoms and positions in Å:
1 C -1.65 4.42 5.12  -0.08
2 C -1.14 4.01 3.75  -0.26
3 O 0.19 3.49 3.88  -0.16
4 P 1.26 3.73 2.75  0.33
5 O 1.02 4.91 1.93  -0.22
6 O 2.63 3.69 3.54  -0.17
7 C 2.95 4.79 4.40  -0.27
8 C 4.39 4.67 4.85  -0.07
9 O 1.29 2.35 2.01  -0.17
10 C 2.35 2.04 1.08  -0.26
11 C 2.06 2.61 -0.30  -0.07
12 H -1.14 5.30 5.51  0.08
13 H -2.70 4.71 5.03  0.08
14 H -1.61 3.60 5.84  0.08
15 H -1.78 3.23 3.34  0.12
16 H -1.14 4.87 3.09  0.11
17 H 2.78 5.75 3.88  0.12
18 H 2.27 4.80 5.26  0.12
19 H 4.57 3.65 5.19  0.08
20 H 5.09 4.93 4.06  0.08
21 H 4.53 5.33 5.71  0.08
22 H 3.29 2.43 1.46  0.12
23 H 2.39 0.96 1.02  0.08
24 H 2.72 2.15 -1.03  0.08
25 H 1.03 2.42 -0.59  0.07
26 H 2.23 3.69 -0.32  0.07
27 C -5.31 -3.58 -3.00  -0.09
28 N -4.94 -4.94 -2.66  -0.20
29 C -4.24 -5.18 -1.42  -0.05
30 C -5.21 -5.95 -3.50  -0.36
31 O -4.82 -7.09 -3.39  0.01
32 H -6.32 -3.53 -3.39  0.09
33 H -4.57 -3.15 -3.69  0.06
34 H -5.34 -2.97 -2.09  0.08
35 H -3.91 -6.22 -1.38  0.08
36 H -3.33 -4.58 -1.32  0.06
37 H -4.89 -4.96 -0.57  0.09
38 H -5.80 -5.60 -4.37  0.14
39 Cl 1.58 -1.01 -4.62  0.60
40 C 0.95 -2.13 -5.84  -0.66
41 C -0.55 -2.21 -5.82  -0.66
42 Cl -1.29 -0.68 -6.36  0.55
43 H 1.36 -3.12 -5.63  0.08
44 H 1.31 -1.86 -6.83  0.07
45 H -0.91 -2.40 -4.81  0.04
46 H -0.92 -3.00 -6.46  0.08
47 Cl 3.49 -3.57 -0.08  0.53
48 C 3.61 -2.12 0.97  -0.66
49 C 2.60 -2.13 2.08  -0.71
50 Cl 2.85 -3.46 3.21  0.56
51 H 3.45 -1.25 0.33  0.06
52 H 4.64 -2.10 1.32  0.07
53 H 1.62 -2.28 1.63  0.02
54 H 2.64 -1.17 2.59  0.07
55 Cl -2.38 -2.02 -2.23  0.61
56 C -1.29 -0.62 -2.36  -0.66
57 C 0.01 -0.84 -1.66  -0.67
58 Cl -0.17 -0.74 0.11  0.60
59 H -1.81 0.25 -1.96  0.07
60 H -1.13 -0.42 -3.42  0.03
61 H 0.71 -0.06 -1.94  0.05
62 H 0.42 -1.83 -1.89  0.06

LUMO level in hartree: 0.015
Energy above the lowest of the compared OMol25 structures with the same formula, charge and spin in kcal per mole: 0.0
SMILES: CCOP(=O)(OCC)OCC.CN(C)C=O.ClCCCl.ClCCCl.ClCCCl